No. 1
The following is a quantum chemistry calculation of 22 unconnected molecules or ions with the total composition C88H154N22 at a distorted geometry, from the Open Molecules 2025 dataset.

```
! RIJCOSX wB97M-V def2-TZVPD def2/J DEFGRID3
* xyz 0 1
C -1.185 8.560 2.190
C -0.442 8.648 0.876
C -1.101 7.718 -0.187
C -0.918 6.297 0.186
N -0.746 5.201 0.441
H -2.248 8.679 1.983
H -0.854 9.348 2.867
H -0.988 7.640 2.740
H 0.621 8.438 0.995
H -0.377 9.686 0.550
H -0.615 7.852 -1.154
H -2.175 7.898 -0.152
C -6.313 1.212 5.415
C -5.690 1.258 4.012
C -5.164 -0.077 3.473
C -4.103 -0.706 4.288
N -3.249 -1.193 4.957
H -5.628 0.831 6.172
H -7.082 0.439 5.416
H -6.787 2.124 5.777
H -4.895 2.003 4.014
H -6.391 1.592 3.248
H -4.684 0.282 2.563
H -5.960 -0.810 3.346
C -2.945 -4.617 3.488
C -3.414 -3.922 2.229
C -2.596 -4.397 1.023
C -1.115 -4.421 1.243
N 0.033 -4.408 1.421
H -3.529 -4.296 4.351
H -1.919 -4.339 3.730
H -3.048 -5.693 3.347
H -3.295 -2.839 2.250
H -4.474 -4.034 2.002
H -2.756 -3.594 0.303
H -2.927 -5.339 0.585
C 2.309 6.888 -2.020
C 2.740 5.403 -2.179
C 3.413 5.151 -3.553
C 2.717 5.669 -4.690
N 2.117 6.041 -5.591
H 1.604 7.223 -2.781
H 3.231 7.468 -2.056
H 1.868 7.138 -1.056
H 1.945 4.659 -2.132
H 3.401 5.098 -1.368
H 3.645 4.094 -3.686
H 4.390 5.626 -3.468
C 0.212 -2.152 3.883
C 0.527 -0.855 4.616
C 1.588 -0.998 5.689
C 1.774 0.278 6.398
N 1.877 1.284 6.956
H -0.497 -2.064 3.060
H -0.195 -2.938 4.519
H 1.099 -2.702 3.567
H -0.414 -0.628 5.116
H 0.759 -0.045 3.925
H 2.543 -1.268 5.239
H 1.343 -1.824 6.357
C 3.728 -3.784 -0.256
C 4.768 -3.807 0.915
C 4.189 -3.343 2.241
C 3.716 -1.931 2.304
N 3.352 -0.840 2.342
H 4.184 -4.061 -1.207
H 3.330 -2.769 -0.292
H 2.875 -4.422 -0.022
H 5.708 -3.302 0.691
H 5.141 -4.829 0.993
H 4.832 -3.486 3.109
H 3.269 -3.915 2.361
C -0.336 2.834 3.614
C -1.253 1.804 3.056
C -2.247 2.457 2.118
C -3.072 3.526 2.685
N -3.740 4.369 3.076
H 0.483 2.358 4.153
H -0.779 3.597 4.254
H 0.134 3.332 2.766
H -1.847 1.307 3.823
H -0.803 0.986 2.493
H -2.995 1.737 1.788
H -1.691 2.878 1.281
C -1.018 3.272 -2.697
C -0.544 4.204 -3.840
C -1.633 4.981 -4.559
C -2.225 6.053 -3.790
N -2.698 6.882 -3.164
H -1.922 3.686 -2.250
H -0.314 3.215 -1.867
H -1.138 2.242 -3.032
H 0.039 3.609 -4.543
H 0.117 4.993 -3.482
H -2.428 4.344 -4.946
H -1.145 5.386 -5.446
C -4.835 -5.135 -1.960
C -5.478 -6.488 -1.916
C -5.328 -7.186 -0.531
C -5.885 -6.451 0.607
N -6.316 -5.875 1.489
H -3.763 -5.203 -1.773
H -5.297 -4.505 -1.200
H -4.931 -4.721 -2.964
H -5.225 -7.114 -2.771
H -6.540 -6.263 -2.017
H -4.292 -7.383 -0.258
H -5.746 -8.193 -0.517
C 6.639 2.950 -2.918
C 7.245 4.383 -2.696
C 8.694 4.496 -3.229
C 9.632 3.566 -2.636
N 10.386 2.886 -2.127
H 5.571 2.953 -2.701
H 7.084 2.115 -2.377
H 6.692 2.749 -3.988
H 7.141 4.723 -1.666
H 6.666 5.041 -3.344
H 9.081 5.483 -2.974
H 8.757 4.433 -4.315
C 2.681 0.911 -3.478
C 3.534 0.668 -4.681
C 3.378 -0.695 -5.391
C 3.622 -1.872 -4.589
N 3.734 -2.848 -3.949
H 1.624 0.966 -3.739
H 2.983 1.854 -3.023
H 2.881 0.234 -2.648
H 4.587 0.771 -4.416
H 3.259 1.500 -5.329
H 4.048 -0.666 -6.250
H 2.405 -0.934 -5.820
C 0.631 -7.496 -0.501
C 0.030 -7.822 0.855
C -0.169 -9.305 1.214
C 1.129 -10.005 1.349
N 2.173 -10.513 1.459
H 1.578 -7.993 -0.710
H 0.794 -6.423 -0.605
H -0.053 -7.790 -1.298
H -1.001 -7.479 0.939
H 0.476 -7.258 1.674
H -0.717 -9.815 0.421
H -0.774 -9.347 2.120
C 0.570 -3.947 -2.963
C -0.888 -4.265 -2.743
C -1.464 -5.540 -3.466
C -1.244 -5.509 -4.951
N -1.087 -5.483 -6.091
H 0.855 -2.992 -2.520
H 0.900 -3.759 -3.984
H 1.205 -4.733 -2.553
H -1.579 -3.452 -2.967
H -1.026 -4.526 -1.694
H -2.517 -5.745 -3.274
H -0.899 -6.425 -3.176
C 0.613 -7.256 4.474
C 2.161 -7.354 4.222
C 2.865 -6.133 3.777
C 2.827 -5.038 4.768
N 2.814 -4.163 5.544
H 0.336 -6.781 5.415
H 0.147 -8.231 4.617
H 0.016 -6.788 3.691
H 2.326 -8.154 3.501
H 2.634 -7.680 5.149
H 2.420 -5.680 2.891
H 3.938 -6.257 3.629
C -6.364 4.889 -1.246
C -5.378 4.709 -0.053
C -4.168 5.596 -0.122
C -4.543 7.025 -0.108
N -4.801 8.157 -0.099
H -7.184 5.554 -0.975
H -6.869 3.958 -1.501
H -5.871 5.329 -2.114
H -5.035 3.678 -0.137
H -5.813 4.842 0.938
H -3.626 5.414 -1.050
H -3.449 5.305 0.645
C 2.571 5.147 2.757
C 3.007 6.556 2.252
C 4.529 6.620 2.142
C 5.143 5.639 1.210
N 5.619 4.919 0.425
H 1.481 5.108 2.751
H 2.933 5.153 3.785
H 2.928 4.324 2.137
H 2.688 7.371 2.901
H 2.582 6.634 1.251
H 5.017 6.515 3.111
H 4.834 7.577 1.720
C 5.033 2.444 3.571
C 5.935 1.817 4.691
C 5.876 0.292 4.875
C 6.269 -0.436 3.717
N 6.630 -1.014 2.774
H 5.271 2.051 2.583
H 5.145 3.526 3.503
H 3.984 2.195 3.733
H 5.865 2.339 5.646
H 6.964 2.040 4.409
H 4.878 0.063 5.250
H 6.686 0.006 5.546
C 0.680 1.195 0.085
C 0.915 -0.116 -0.529
C 0.137 -1.319 0.071
C -1.300 -1.036 0.362
N -2.410 -0.844 0.577
H -0.323 1.558 -0.140
H 1.401 1.908 -0.316
H 0.836 1.073 1.156
H 1.991 -0.286 -0.490
H 0.722 -0.058 -1.600
H 0.604 -1.651 0.998
H 0.176 -2.134 -0.652
C -4.336 1.914 -4.205
C -4.567 1.957 -2.658
C -3.967 0.741 -1.934
C -4.421 -0.614 -2.406
N -4.779 -1.657 -2.791
H -4.772 2.786 -4.692
H -4.743 0.972 -4.574
H -3.294 1.921 -4.526
H -5.627 2.083 -2.435
H -4.118 2.837 -2.197
H -4.233 0.887 -0.887
H -2.878 0.774 -1.908
C -3.360 -2.543 -6.268
C -2.010 -2.069 -6.796
C -1.433 -0.767 -6.159
C -1.134 -0.768 -4.706
N -0.928 -0.806 -3.590
H -4.132 -1.882 -6.662
H -3.476 -2.535 -5.184
H -3.648 -3.491 -6.721
H -2.019 -1.890 -7.871
H -1.238 -2.831 -6.689
H -2.095 0.077 -6.352
H -0.502 -0.527 -6.673
C -6.810 -1.108 0.541
C -7.104 -2.491 1.052
C -8.519 -2.641 1.575
C -8.771 -2.169 2.961
N -8.962 -1.784 4.032
H -7.027 -0.358 1.302
H -7.372 -0.856 -0.359
H -5.743 -1.110 0.321
H -6.405 -2.716 1.857
H -6.960 -3.253 0.286
H -8.728 -3.709 1.621
H -9.264 -2.226 0.897
C 7.046 0.467 -0.144
C 5.798 -0.253 -0.631
C 6.089 -1.394 -1.612
C 6.796 -0.947 -2.828
N 7.312 -0.659 -3.818
H 6.899 1.463 0.276
H 7.643 0.664 -1.034
H 7.566 -0.043 0.666
H 5.111 0.467 -1.075
H 5.225 -0.646 0.209
H 5.155 -1.866 -1.918
H 6.754 -2.179 -1.254
*
```

Results
orbital gap = 10.99 eV
HOMO energy = -11.2 eV
E_LUMO = -0.21 eV
DFT total energy = -126531.7883 eV
ΔE to the lowest compared entry with this formula, charge and spin = 226.62 kJ/mol
F_max = 0.08700 Eh/bohr

No. 2
The following is a quantum chemistry calculation of a molecular structure, C11H26BBrCaN4O6P at a distorted geometry, from the Open Molecules 2025 dataset.

```
! RIJCOSX wB97M-V def2-TZVPD def2/J DEFGRID3
* xyz 1 1
C -2.634 1.471 4.577
C -1.462 0.591 4.256
O -1.308 -0.524 4.605
O -0.483 1.241 3.524
C -0.662 1.459 2.147
O -0.211 2.470 1.706
C -1.301 0.308 1.432
B -1.172 0.049 -0.197
C -2.476 0.354 -1.114
C -3.267 1.681 -1.140
N -2.765 2.599 -0.098
N -3.150 2.325 -2.444
N -4.692 1.333 -0.982
O -1.030 -1.433 -0.374
C 0.141 -2.122 -0.069
C 0.785 -2.643 -1.371
N 2.234 -2.879 -1.215
C 2.968 -1.631 -1.341
C 4.463 -1.868 -1.292
C 5.247 -0.634 -1.744
O 4.868 -2.173 0.077
P 0.518 0.802 -1.082
O 1.715 1.086 0.016
Br 0.290 2.837 -1.890
H -3.255 1.594 3.676
H -3.232 0.997 5.364
H -2.297 2.461 4.894
H -2.389 0.415 1.610
H -1.030 -0.602 1.989
H -3.169 -0.435 -0.777
H -2.236 0.068 -2.153
H -3.267 2.470 0.776
H -2.883 3.570 -0.370
H -3.152 3.336 -2.384
H -2.318 2.035 -2.939
H -5.270 2.118 -1.268
H -4.912 1.088 -0.021
H 0.864 -1.504 0.501
H -0.074 -2.989 0.578
H 0.594 -1.912 -2.172
H 0.294 -3.580 -1.661
H 2.540 -3.523 -1.943
H 2.689 -1.021 -2.218
H 2.764 -1.016 -0.449
H 4.663 -2.762 -1.930
H 5.457 -0.686 -2.820
H 4.604 0.238 -1.562
H 6.191 -0.475 -1.193
H 4.101 -2.540 0.557
H 1.406 0.989 0.928
Ca 6.701 -3.031 -0.996
*
```

Results
orbital gap = 1.84 eV
HOMO energy = -8.6 eV
E_LUMO = -6.78 eV
DFT total energy = -128512.1733 eV
F_max = 0.02342 Eh/bohr

No. 3
The following is a quantum chemistry calculation of a molecular structure, C3H9N3OS at a distorted geometry, from the Open Molecules 2025 dataset.

```
! RIJCOSX wB97M-V def2-TZVPD def2/J DEFGRID3
* xyz 0 1
C -0.720 1.187 0.252
C -1.248 -0.257 -0.030
C 0.686 1.296 -0.382
N 2.894 0.246 0.774
N -0.500 -1.210 0.715
N -0.341 -2.388 0.143
O 1.736 -1.071 -1.002
S 1.558 -0.227 0.184
H -1.417 1.823 -0.314
H -0.936 1.630 1.266
H -2.367 -0.142 0.305
H -1.064 -0.420 -1.047
H 0.645 1.314 -1.508
H 1.280 2.123 0.017
H 3.413 -0.561 1.015
H 0.468 -2.808 0.628
H -0.076 -2.434 -0.933
*
```

Results
orbital gap (alpha / beta) = 7.76 / 7.37 eV
HOMO energy (alpha / beta) = -8.1 / -8.0 eV
E_LUMO (alpha / beta) = -0.32 / -0.67 eV
DFT total energy = -20605.2338 eV
ΔE to the lowest compared entry with this formula, charge and spin = 471.66 kJ/mol
F_max = 0.06882 Eh/bohr

No. 4
The following is a quantum chemistry calculation of 4 unconnected molecules or ions with the total composition C3H14NO3S, from the Open Molecules 2025 dataset.

```
! RIJCOSX wB97M-V def2-TZVPD def2/J DEFGRID3
* xyz -1 1
C 0.707 0.801 0.998
C 2.143 0.800 0.468
S 2.695 -0.767 -0.250
C 0.483 -0.161 2.143
N -0.843 -0.016 2.744
H 0.037 0.472 0.193
H 0.413 1.806 1.317
H 2.777 1.163 1.288
H 2.200 1.581 -0.284
H 1.249 0.075 2.887
H 0.732 -1.177 1.849
H -1.499 0.438 2.128
H -1.234 -0.912 2.993
H 1.024 -0.520 -2.052
H 0.424 0.902 -2.013
O 0.405 0.077 -2.514
H -1.828 0.962 -3.956
H -0.756 0.091 -4.401
O -1.719 0.177 -4.504
H -2.077 -1.275 0.225
H -2.798 -2.553 0.012
O -2.536 -1.965 0.730
*
```

Results
orbital gap = 6.19 eV
HOMO energy = -3.0 eV
E_LUMO = 3.22 eV
DFT total energy = -21807.2638 eV
ΔE to the lowest compared entry with this formula, charge and spin = 103.40 kJ/mol
F_max = 0.01597 Eh/bohr

No. 5
The following is a quantum chemistry calculation of a molecular structure, C10H27CuO7 at a distorted geometry, from the Open Molecules 2025 dataset.

```
! RIJCOSX wB97M-V def2-TZVPD def2/J DEFGRID3
* xyz -1 2
Cu -0.275 -0.016 -0.252
C -4.258 -1.780 0.105
C -2.908 -1.824 -0.611
O -2.290 -0.652 -0.948
H -4.907 -1.174 -0.541
H -4.265 -1.346 1.107
H -4.742 -2.763 0.098
H -3.121 -2.342 -1.578
H -2.233 -2.523 -0.063
C 1.974 2.607 1.106
C 0.452 2.723 1.214
O -0.285 1.595 1.037
H 2.460 3.532 1.440
H 2.373 2.357 0.118
H 2.341 1.854 1.810
H 0.061 3.675 0.814
H 0.301 2.964 2.293
C 1.423 2.019 -3.585
C 0.334 2.242 -2.552
O -0.323 1.073 -2.157
H 2.207 2.795 -3.602
H 1.063 2.032 -4.617
H 2.034 1.129 -3.411
H -0.463 2.862 -2.988
H 0.747 2.677 -1.628
C 1.792 -1.473 -1.911
C 2.582 -1.480 -0.620
O 2.317 -0.306 0.109
O 0.429 -1.785 -1.523
H 2.046 -2.253 -2.639
H 1.792 -0.540 -2.477
H 3.638 -1.730 -0.762
H 2.170 -2.332 -0.074
H 2.857 0.415 -0.231
H -0.047 -1.904 -2.352
C -1.525 -0.829 3.234
C -0.161 -1.289 2.739
O -0.154 -1.471 1.329
O -1.397 -0.444 4.593
H -2.198 -1.677 3.106
H -1.867 0.002 2.614
H 0.207 -2.163 3.296
H 0.635 -0.619 3.094
H 0.303 -2.310 1.232
H -1.122 0.475 4.636
*
```

Results
orbital gap (alpha / beta) = 6.23 / 6.17 eV
⟨S²⟩ = 0.7545
HOMO energy (alpha / beta) = -3.5 / -3.5 eV
E_LUMO (alpha / beta) = 2.71 / 2.71 eV
DFT total energy = -69776.2404 eV
ΔE to the lowest compared entry with this formula, charge and spin = 0.00 kJ/mol
F_max = 0.06603 Eh/bohr

No. 6
The following is a quantum chemistry calculation of a single C7H7N3O molecule at a distorted geometry, from the Open Molecules 2025 dataset.

```
! RIJCOSX wB97M-V def2-TZVPD def2/J DEFGRID3
* xyz 0 1
C 0.302 1.464 -0.632
C -2.159 0.475 -0.460
C 0.320 0.201 0.048
C -1.201 -0.038 0.500
C -1.977 -0.287 1.865
C 1.473 -0.564 0.157
C 2.776 -0.444 -0.560
N -0.699 2.141 -1.021
N -1.890 1.504 -1.166
N -1.568 -1.287 1.120
O -2.460 0.232 2.825
H 1.132 2.099 -0.807
H -3.002 -0.126 -0.720
H 1.409 -1.586 0.491
H 3.130 0.479 -0.931
H 2.776 -1.067 -1.415
H 3.624 -1.027 -0.048
H -1.986 -2.166 0.752
*
```

Results
orbital gap = 8.20 eV
HOMO energy = -8.7 eV
E_LUMO = -0.47 eV
SMILES = C/C=C1\C=NN=C[C@@]12NC2=O
DFT total energy = -13885.1757 eV
ΔE to the lowest compared entry with this formula, charge and spin = 560.45 kJ/mol
F_max = 0.05090 Eh/bohr

No. 7
The following is a quantum chemistry calculation of a molecular structure, C24H23BClMoNP at a distorted geometry, from the Open Molecules 2025 dataset.

```
! RIJCOSX wB97M-V def2-TZVPD def2/J DEFGRID3
* xyz 1 3
C -0.703 -2.501 3.694
C -0.630 -2.247 2.281
C 0.706 -2.564 1.830
H -1.460 -1.943 1.654
C 1.476 -2.971 2.970
C 0.618 -2.916 4.132
H 0.867 -3.241 5.140
H -1.628 -2.476 4.266
H 1.026 -2.559 0.790
H 2.503 -3.326 2.927
Mo 0.776 -0.865 3.324
Cl 2.574 0.237 2.394
P -0.050 0.499 -1.417
C 1.167 -0.605 -2.068
C 0.993 -1.446 -3.180
H 0.065 -1.412 -3.755
C 2.022 -2.325 -3.524
H 1.893 -2.972 -4.391
C 3.205 -2.377 -2.776
H 4.017 -3.045 -3.070
C 3.349 -1.562 -1.642
H 4.253 -1.593 -1.037
C 2.336 -0.693 -1.273
H 2.403 -0.092 -0.359
C -1.710 0.029 -1.837
C -2.056 -1.336 -1.734
H -1.291 -2.052 -1.434
C -3.362 -1.722 -1.999
H -3.604 -2.785 -1.986
C -4.346 -0.757 -2.270
H -5.373 -1.072 -2.470
C -4.008 0.608 -2.275
H -4.771 1.362 -2.466
C -2.698 1.013 -2.039
H -2.416 2.067 -1.989
C 0.305 2.191 -1.821
C 0.751 2.636 -3.075
H 0.895 1.933 -3.895
C 1.012 3.995 -3.247
H 1.368 4.346 -4.215
C 0.825 4.895 -2.194
H 1.010 5.955 -2.347
C 0.409 4.438 -0.938
H 0.268 5.128 -0.112
C 0.174 3.087 -0.736
H -0.105 2.701 0.248
B -0.618 1.710 6.715
C -0.373 0.771 5.572
N -0.094 0.073 4.656
H -1.484 2.495 6.396
H 0.445 2.267 6.916
H -0.930 1.018 7.664
*
```

Results
orbital gap (alpha / beta) = 4.92 / 3.29 eV
⟨S²⟩ = 2.0409
HOMO energy (alpha / beta) = -10.5 / -9.6 eV
E_LUMO (alpha / beta) = -5.55 / -6.31 eV
DFT total energy = -51085.4893 eV
ΔE to the lowest compared entry with this formula, charge and spin = 197.42 kJ/mol
F_max = 0.08392 Eh/bohr